Computed, not measured: C42H48BN10PbS2 as an isolated structure, with wB97M-V/def2-TZVPD.

Geometry as XYZ:
```
104
Properties=species:S:1:pos:R:3:lowdin_charge:R:1
Pb -1.32294 0.73857 0.86231 1.2908
C -2.61289 -2.26981 -1.01594 -0.0315
C -3.23777 -2.00981 0.31390 -0.3292
C -4.23351 -2.72811 0.96741 0.0457
C -4.49212 -2.03535 2.13940 -0.2371
C -5.46576 -2.35939 3.21980 0.0037
N -3.68094 -0.96038 2.17472 0.0362
N -2.90379 -0.94828 1.05160 -0.0802
B -3.66282 0.20010 3.19926 -0.4962
N -2.26820 0.26839 3.87412 0.0361
N -1.16243 0.50714 3.11865 -0.0907
C -0.09813 0.52082 3.93607 -0.3292
C 1.28645 0.73053 3.41859 -0.0270
C -0.52779 0.29301 5.23547 0.0489
C -1.90787 0.13738 5.15902 -0.2332
C -2.88349 -0.12129 6.25465 0.0096
N -3.92278 1.55021 2.47144 0.0374
N -3.25178 1.88135 1.33122 -0.0858
C -3.80490 2.99479 0.83715 -0.3255
C -3.32154 3.61689 -0.43068 -0.0227
C -4.84756 3.38964 1.66545 0.0478
C -4.89421 2.45390 2.69016 -0.2359
C -5.80215 2.40270 3.87025 0.0057
H -2.33540 -3.31936 -1.11298 0.0838
H -3.31520 -2.04430 -1.81943 0.0946
H -1.71852 -1.66086 -1.16153 0.0240
H -4.71533 -3.63181 0.63554 0.1273
H -5.93426 -3.31797 3.01096 0.0940
H -4.97564 -2.41956 4.19068 0.0868
H -6.24986 -1.60515 3.28589 0.0939
H -4.50358 0.02250 4.01697 0.1186
H 1.28715 0.95391 2.34840 0.0177
H 1.77655 1.55359 3.93862 0.0945
H 1.89711 -0.15911 3.57536 0.0945
H 0.07676 0.23627 6.12449 0.1288
H -2.35832 -0.18250 7.20443 0.0947
H -3.62287 0.67628 6.32151 0.0892
H -3.41677 -1.05824 6.09645 0.0906
H -2.83344 2.87749 -1.06932 0.0581
H -4.15822 4.03823 -0.98497 0.0957
H -2.61783 4.42787 -0.23110 0.0737
H -5.49914 4.23732 1.53927 0.1278
H -6.43792 3.28444 3.88016 0.0943
H -6.44142 1.52044 3.84418 0.0929
H -5.23370 2.37817 4.79944 0.0890
N 0.10529 2.38950 -2.23504 0.2332
C 0.20324 3.71217 -2.13291 -0.1888
C 0.18713 4.52917 -3.29476 0.0371
C 0.40973 5.88107 -3.20183 -0.0020
C 0.65595 6.46623 -1.95712 0.0803
C 0.59531 5.70222 -0.76262 -0.1300
C 0.78410 6.28325 0.50618 0.0489
C 0.63485 5.49487 1.61940 0.0119
C 0.26527 4.15551 1.44578 -0.0863
N 0.12451 3.56419 0.26785 0.0907
C 0.31845 4.32393 -0.82128 -0.1726
H 0.02194 2.00079 -3.16542 0.1412
H 0.57888 1.78996 -1.56715 0.0321
H 0.03976 4.05943 -4.25980 0.1361
H 0.42738 6.48970 -4.09522 0.1353
H 0.88657 7.52237 -1.89272 0.1437
H 1.03080 7.33419 0.58959 0.1416
H 0.77442 5.89017 2.61544 0.1301
H 0.05658 3.54089 2.31628 0.1141
S 2.51462 0.14591 -0.48464 0.7531
C 2.96546 -1.24501 -1.33702 -0.6532
N 4.01107 -1.43786 -2.07608 -0.0416
C 4.25850 -2.78042 -2.63583 -0.0543
C 2.96493 -3.49357 -2.94977 -0.0579
N 2.02802 -3.42786 -1.81781 -0.0434
C 1.11135 -4.58066 -1.61633 -0.0743
C 1.88027 -5.79176 -1.16642 -0.2326
C 2.25906 -6.76764 -2.08257 -0.0490
C 3.01577 -7.85484 -1.66768 -0.0488
C 3.38627 -7.97093 -0.33595 -0.0485
C 2.99532 -7.00710 0.58541 -0.0521
C 2.24454 -5.91856 0.17211 -0.0346
C 2.01081 -2.36869 -1.07216 -0.6577
S 1.01740 -1.99175 0.23963 0.7497
C 5.03277 -0.38371 -2.30400 -0.0713
C 4.63703 0.51886 -3.44554 -0.2156
C 4.89169 0.13681 -4.75989 -0.0280
C 4.53273 0.96225 -5.81426 -0.0468
C 3.93618 2.18994 -5.55975 -0.0586
C 3.69199 2.58241 -4.25142 -0.0783
C 4.03729 1.74938 -3.19599 -0.0659
H 4.87185 -3.33888 -1.92457 0.1599
H 4.82706 -2.66075 -3.55520 0.1361
H 3.17514 -4.54375 -3.14434 0.1341
H 2.47282 -3.06610 -3.82678 0.1543
H 0.60843 -4.75339 -2.56925 0.1457
H 0.37473 -4.26905 -0.87716 0.0945
H 1.93544 -6.70151 -3.11611 0.1200
H 3.30674 -8.61380 -2.38091 0.1185
H 3.96652 -8.82355 -0.01046 0.1192
H 3.26243 -7.11525 1.62780 0.1162
H 1.91786 -5.18083 0.89750 0.1086
H 5.96271 -0.90832 -2.51774 0.1441
H 5.15244 0.16932 -1.37229 0.1225
H 5.40564 -0.79490 -4.96885 0.1162
H 4.73703 0.65826 -6.83170 0.1202
H 3.69474 2.85117 -6.38108 0.1162
H 3.26691 3.55840 -4.05063 0.0990
H 3.88700 2.07745 -2.17393 0.0852
```

## Properties
HOMO-LUMO gap (alpha / beta) ... 5.7962 / 4.8951 eV
ΔE to the lowest compared entry with this formula, charge and spin ... 0.0 kcal/mol
Energy ... -86808.9384 eV
Total charge ... +3

Computed, not measured: C42H48N7O3PS2Ti as an isolated structure, with wB97M-V/def2-TZVPD.

Geometry as XYZ:
```
104
Properties=species:S:1:pos:R:3:lowdin_charge:R:1
Ti -1.66477 0.92076 0.50567 0.9516
C 0.43907 -1.21020 3.75653 -0.1172
C -0.40620 -0.92850 2.71383 -0.1859
N -0.44752 0.29246 2.09034 -0.0479
C 0.48022 1.24569 2.51096 -0.2046
C 1.36489 1.02509 3.58752 -0.2100
C 1.33149 -0.24321 4.23770 -0.0839
C 2.21972 2.07813 3.97805 -0.0912
C 2.14535 3.30545 3.34856 -0.1377
C 1.27960 3.52070 2.27720 -0.0595
C 0.47169 2.47597 1.81295 -0.2447
N -0.40197 2.49668 0.74592 -0.0370
C -0.89360 3.63688 0.13007 -0.2520
C -0.14690 4.71914 -0.34328 -0.0583
C -0.77717 5.77500 -0.99543 -0.1180
C -2.14581 5.77282 -1.19234 -0.0784
C -2.93178 4.69241 -0.75495 -0.1921
C -4.34876 4.63249 -0.93057 -0.0729
C -5.03303 3.52568 -0.42490 -0.1279
C -4.35251 2.50187 0.18425 -0.1810
N -2.98881 2.48688 0.34241 -0.0543
C -2.28932 3.61783 -0.10132 -0.1737
H 0.39041 -2.19511 4.20547 0.0907
H -1.09289 -1.67995 2.34378 0.0685
H 1.99571 -0.44288 5.06889 0.0864
H 2.90200 1.91773 4.80580 0.0902
H 2.78070 4.11937 3.68160 0.0852
H 1.24473 4.48986 1.80309 0.0777
H 0.92904 4.70885 -0.23427 0.0953
H -0.18164 6.60330 -1.36291 0.0869
H -2.63204 6.60025 -1.69762 0.0924
H -4.86617 5.44471 -1.42441 0.0841
H -6.11073 3.45258 -0.50813 0.0865
H -4.89458 1.64494 0.56555 0.0763
C 0.31906 -4.36523 1.46093 -0.3750
S 0.48090 -3.10556 0.18179 0.7413
C 0.14434 -4.12335 -1.26574 -0.4105
H -0.66373 -4.83520 1.45761 0.0225
H 0.45772 -3.86110 2.41692 0.0178
H 1.08946 -5.12933 1.35108 0.0365
H 0.87760 -4.92497 -1.36499 0.0313
H 0.20562 -3.47828 -2.14275 0.0100
H -0.85532 -4.55620 -1.20922 0.0267
C -1.89519 -1.07474 -3.19942 -0.0655
C -1.43569 0.29741 -2.69310 -0.5688
C -2.46919 1.34999 -3.13061 -0.0396
C -1.36666 0.29508 -1.19028 -0.2173
C -0.07299 0.70089 -3.26485 -0.1654
C 0.58079 0.00364 -4.27637 -0.0415
C 1.80144 0.44426 -4.78363 -0.1127
C 2.38797 1.59751 -4.29179 -0.1275
C 1.75076 2.29833 -3.27163 -0.0948
C 0.54559 1.85014 -2.75976 -0.0243
H -2.86990 -1.30293 -2.76365 0.0743
H -1.20112 -1.86235 -2.89648 0.0650
H -2.00240 -1.09771 -4.28875 0.0761
H -3.44321 1.11090 -2.69610 0.0803
H -2.56319 1.38021 -4.22073 0.0837
H -2.18672 2.34276 -2.77647 0.0786
H -0.54095 -0.32891 -0.76120 0.0102
H 0.14561 -0.90079 -4.68076 0.0952
H 2.29297 -0.12498 -5.56416 0.0935
H 3.33799 1.94078 -4.68416 0.0922
H 2.20095 3.19653 -2.86405 0.0989
H 0.07358 2.38401 -1.94241 0.0971
C 5.29169 0.35935 1.07801 -0.2062
N 4.80057 -1.01525 1.04683 -0.1525
C 5.16699 -1.60473 -0.23505 -0.2139
N 4.70947 -0.85553 -1.40360 -0.1526
C 5.19849 0.51627 -1.28492 -0.2114
N 4.84227 1.18733 -0.03926 -0.1510
C 3.39080 1.41590 0.04290 -0.3150
P 2.35516 -0.13031 -0.02733 1.0349
C 3.34239 -1.05896 1.25211 -0.3277
C 3.23937 -0.87429 -1.48964 -0.3288
H 6.38654 0.32630 1.05330 0.1146
H 4.97173 0.82771 2.01134 0.1225
H 4.76074 -2.61762 -0.28626 0.1210
H 6.26019 -1.66157 -0.28137 0.1145
H 4.80967 1.09951 -2.12385 0.1153
H 6.29169 0.48872 -1.35209 0.1144
H 3.08734 2.07731 -0.77326 0.0679
H 3.16385 1.93721 0.97627 0.0690
H 3.01198 -2.10053 1.24744 0.0551
H 3.10709 -0.65261 2.23782 0.0693
H 2.93127 -0.34379 -2.39404 0.0576
H 2.90709 -1.91154 -1.59672 0.0707
N -3.38041 -0.68896 0.93515 0.0475
C -3.42858 -2.06584 1.34093 -0.3143
C -3.25832 -3.06506 0.39102 -0.0352
C -3.34221 -4.39778 0.76196 -0.0717
C -3.58220 -4.74482 2.08396 -0.2720
C -3.72849 -3.74457 3.03353 -0.0510
C -3.64674 -2.40707 2.66801 -0.0417
S -3.65129 -6.47828 2.55064 0.3948
O -4.47951 -6.50851 3.74777 -0.3793
O -4.23412 -7.14278 1.39250 -0.3794
O -2.25275 -6.82429 2.78421 -0.3739
H -4.19133 -0.18198 1.26918 0.0821
H -3.34572 -0.65316 -0.08468 0.0568
H -3.07074 -2.79150 -0.64227 0.1028
H -3.25197 -5.18749 0.02657 0.1112
H -3.92575 -4.02630 4.05958 0.1096
H -3.75077 -1.62497 3.41202 0.1137
```

## Properties
HOMO-LUMO gap (alpha / beta) ... 4.4785 / 6.0742 eV
ΔE to the lowest compared entry with this formula, charge and spin ... 0.0 kcal/mol
Spin multiplicity ... 3
<S²> ... 2.041
Energy ... -114983.4565 eV
Total charge ... -2

energy of number 1 (C42H48BN10PbS2)? -86808.9384 eV

Which value of ΔE to the lowest compared entry with this formula, charge and spin does entry 2 give? 0.0 kcal/mol